Entry from the Open Molecules 2025 dataset: a cluster of 2 separate species, C4H8N2O in total (ωB97M-V with the def2-TZVPD basis set).

```
15
Properties=species:S:1:pos:R:3:nbo_charge:R:1
C 1.0967 0.1119 1.4190 -0.6571
C 1.2531 -0.6368 0.3201 0.4900
N 1.2308 -0.1769 -0.9900 -0.8311
O 1.4036 -1.9904 0.3193 -0.6833
H 1.0474 -0.3395 2.4045 0.2004
H 0.9853 1.1866 1.3323 0.2208
H 1.8622 -0.6797 -1.5996 0.3860
H 1.3333 0.8255 -1.0716 0.3934
H 1.3912 -2.2937 1.2366 0.4858
C -1.9097 0.7237 0.2607 0.0683
N -1.3071 1.6290 -0.3623 -0.3301
C -2.0100 0.5447 -1.1696 -0.3284
H -2.1072 0.4177 1.2811 0.2117
H -1.3588 -0.1666 -1.6753 0.1967
H -2.9106 0.8447 -1.7051 0.1769
```

The value obtained for the molar mass is 100.1 g/mol. The value obtained for the total energy is -9302.6725 eV. As for the spin multiplicity: 1. For the HOMO energy, the calculation gives -8.220 eV.



Entry from the Open Molecules 2025 dataset: the molecule C4H8N2O at a distorted geometry (ωB97M-V with the def2-TZVPD basis set).

```
15
Properties=species:S:1:pos:R:3:nbo_charge:R:1
N 2.1408 1.1140 1.1947 -0.8061
C 1.0805 0.4396 0.6427 0.0155
C 0.8699 0.2722 -0.6567 -0.2921
C -0.2709 -0.5328 -1.2220 -0.5181
C -1.5552 -0.1968 -0.4763 0.6824
N -1.9316 -1.1184 0.4465 -0.8360
O -2.1799 0.8223 -0.6583 -0.6137
H 2.6473 1.7234 0.5382 0.3735
H 1.9246 1.5918 2.0722 0.3770
H 0.4471 -0.0185 1.3803 0.1846
H 1.5348 0.7398 -1.3618 0.1952
H -0.4119 -0.2665 -2.2665 0.2412
H -0.0710 -1.6052 -1.1463 0.2002
H -1.4016 -1.9637 0.6041 0.3928
H -2.8230 -1.0012 0.9093 0.4035
```

The value obtained for the molar mass is 100.1 g/mol. The value obtained for the total energy is -9305.4058 eV. As for the spin multiplicity: 1. For the HOMO energy, the calculation gives -8.126 eV.



Entry from the Open Molecules 2025 dataset: a structure of composition C4H8N2O (ωB97M-V with the def2-TZVPD basis set).

```
15
Properties=species:S:1:pos:R:3:nbo_charge:R:1
C -1.2247 -1.3515 -0.3707 -0.6430
C 0.2077 -0.8954 -0.5579 0.0961
O 0.2025 0.1771 -1.5612 -0.5074
C 0.3596 1.0772 -0.5491 0.5496
N -0.1581 2.2027 -0.3430 -0.7171
C 0.9632 0.1254 0.4179 -0.1360
N 0.7390 0.4201 1.8010 -0.8139
H -1.8789 -0.5510 -0.0170 0.2177
H -1.3424 -2.2162 0.2882 0.2249
H -1.5869 -1.6421 -1.3613 0.2256
H 0.8259 -1.7255 -0.9104 0.1850
H -0.8488 2.4479 -1.0492 0.3601
H 2.0168 -0.0881 0.2318 0.2142
H 1.6123 0.7928 2.1582 0.3644
H 0.1128 1.2266 1.8226 0.3800
```

The value obtained for the molar mass is 100.1 g/mol. The value obtained for the total energy is -9304.2108 eV. As for the spin multiplicity: 1. For the HOMO energy, the calculation gives -9.783 eV.



Entry from the Open Molecules 2025 dataset: a structure of composition C4H8N2O (ωB97M-V with the def2-TZVPD basis set).

```
15
Properties=species:S:1:pos:R:3:nbo_charge:R:1
N 1.7561 0.7901 0.0111 -0.8226
C 0.7427 -0.0954 0.5782 -0.1427
C -0.5847 0.6496 0.8345 -0.4132
C -1.4777 0.3463 -0.3747 -0.0815
O -1.2734 -1.0544 -0.5516 -0.6580
C 0.4087 -1.1090 -0.4839 0.4188
N 0.7234 -1.6791 -1.5040 -0.5870
H 2.2638 1.2555 0.7571 0.3619
H 2.4260 0.2414 -0.5199 0.3768
H 1.0715 -0.6203 1.4872 0.2089
H -0.4093 1.7192 0.9667 0.2254
H -1.0653 0.2503 1.7321 0.2131
H -1.1402 0.9046 -1.2591 0.1839
H -2.5351 0.5475 -0.1835 0.1974
H -0.6674 -1.5035 -1.5285 0.5187
```

The value obtained for the molar mass is 100.1 g/mol. The value obtained for the total energy is -9302.2141 eV. As for the spin multiplicity: 1. For the HOMO energy, the calculation gives -9.341 eV.



Entry from the Open Molecules 2025 dataset: the molecule C4H8N2O (ωB97M-V with the def2-TZVPD basis set).

```
15
Properties=species:S:1:pos:R:3:nbo_charge:R:1
C -2.2819 -0.5460 -0.8373 -0.7805
C -1.0169 0.2316 -0.9054 0.3079
O -0.7911 0.6868 0.3273 -0.5396
C 0.5355 1.0251 0.6259 0.5667
N 0.8196 1.7790 1.5911 -0.6383
C 1.5552 0.2526 -0.1614 -0.3215
N 1.3678 -1.1597 0.1715 -0.8282
H -1.9140 -1.4801 -0.3844 0.2639
H -2.6631 -0.7820 -1.8290 0.2249
H -3.0638 -0.1469 -0.1825 0.2237
H 1.3266 0.3811 -1.2228 0.2456
H -0.0207 2.1539 2.0335 0.3505
H 2.5413 0.6709 0.0694 0.1995
H 1.9442 -1.7406 -0.4246 0.3654
H 1.6612 -1.3257 1.1288 0.3602
```

The value obtained for the molar mass is 100.1 g/mol. The value obtained for the total energy is -9302.3011 eV. As for the spin multiplicity: 1. For the HOMO energy, the calculation gives -8.553 eV.



Entry from the Open Molecules 2025 dataset: the molecule C4H8N2O at a distorted geometry (ωB97M-V with the def2-TZVPD basis set).

```
15
Properties=species:S:1:pos:R:3:nbo_charge:R:1
O -2.4035 -0.7245 -0.8821 -0.5762
N -0.8182 -0.6025 -0.9387 -0.1705
C -0.4978 0.6646 -1.2120 0.2277
N 0.2600 1.5958 -0.6129 -0.4537
C 1.2408 1.0095 0.3008 -0.2496
C 0.6012 0.0136 1.0809 -0.4671
C -0.0729 -1.1074 0.2726 -0.2761
H -2.6222 -1.2265 -1.8237 0.4863
H -1.3929 0.9702 -1.7733 0.1861
H 1.7222 1.7121 1.1412 0.2028
H 2.3369 0.5643 -0.1217 0.1757
H 0.1466 0.6626 1.9157 0.2262
H 1.5204 -0.3807 1.6853 0.2152
H 0.9152 -1.8579 0.1358 0.2307
H -0.9357 -1.2932 0.8323 0.2426
```

The value obtained for the molar mass is 100.1 g/mol. The value obtained for the total energy is -9299.4380 eV. As for the spin multiplicity: 1. For the HOMO energy, the calculation gives -9.078 eV.



Entry from the Open Molecules 2025 dataset: a structure of composition C4H8N2O (ωB97M-V with the def2-TZVPD basis set).

```
15
Properties=species:S:1:pos:R:3:nbo_charge:R:1
C -0.4913 1.8621 0.1018 -0.6113
C -0.0728 0.5966 -0.6229 -0.0811
N 1.3885 0.3130 -0.6109 -0.6069
C 1.1856 -1.0766 -0.1234 -0.2748
C -0.2546 -0.7124 0.1012 0.2481
N -1.1929 -1.2304 0.7680 -0.2362
O -1.0957 -2.4328 1.4468 -0.6250
H -0.1364 2.7468 -0.4362 0.2176
H -0.0633 1.8734 1.1083 0.2199
H -1.5828 1.9167 0.1792 0.2150
H -0.5131 0.5638 -1.6317 0.1953
H 1.8203 0.3653 -1.5270 0.3615
H 1.7605 -1.3341 0.7721 0.2188
H 1.3215 -1.8655 -0.8756 0.2056
H -2.0733 -1.5858 1.3503 0.5537
```

The value obtained for the molar mass is 100.1 g/mol. The value obtained for the total energy is -9300.3461 eV. As for the spin multiplicity: 1. For the HOMO energy, the calculation gives -9.012 eV.



Entry from the Open Molecules 2025 dataset: a structure of composition C4H8N2O at a distorted geometry (ωB97M-V with the def2-TZVPD basis set).

```
15
Properties=species:S:1:pos:R:3:nbo_charge:R:1
C 0.0093 1.4838 0.9249 -0.7119
C 0.2976 0.1497 0.5241 0.1260
C 1.4763 -0.6679 0.5828 -0.2785
N 0.2045 -1.0817 1.2198 -0.5962
C -0.6716 -0.0216 -1.1710 0.6173
O -1.0837 1.0881 -1.4993 -0.6581
N -1.0496 -1.0356 -1.9691 -0.8253
H -0.2969 1.6422 1.9512 0.2271
H 0.5353 2.3410 0.5114 0.2414
H -1.1627 1.5420 0.2064 0.3067
H 1.7515 -1.2511 -0.2875 0.1987
H 2.2959 -0.3484 1.2214 0.1987
H 0.2293 -0.9610 2.2296 0.3561
H -0.8507 -1.9683 -1.6878 0.3901
H -1.6847 -0.9113 -2.7568 0.4078
```

The value obtained for the molar mass is 100.1 g/mol. The value obtained for the total energy is -9301.9316 eV. As for the spin multiplicity: 1. For the HOMO energy, the calculation gives -8.771 eV.



Entry from the Open Molecules 2025 dataset: a structure of composition C4H8N2O at a distorted geometry (ωB97M-V with the def2-TZVPD basis set).

```
15
Properties=species:S:1:pos:R:3:nbo_charge:R:1
C -0.2737 -0.6938 1.8184 -0.6268
C -0.6735 -0.9838 0.3989 0.0439
O -1.5159 0.0589 -0.1856 -0.5023
C -0.6164 0.2084 -1.2259 0.4884
N -0.4810 1.1241 -2.0882 -0.6273
C 0.3619 -0.6965 -0.6745 -0.0852
N 1.2421 1.3369 -0.4473 -0.8105
H 0.2594 0.2583 1.8246 0.2357
H 0.3924 -1.4860 2.1781 0.2164
H -1.1483 -0.6450 2.4713 0.2225
H -1.2005 -1.9504 0.3079 0.2011
H -1.1135 1.8931 -1.8739 0.3624
H 1.0999 -1.3537 -1.1237 0.2281
H 1.6306 1.0590 -1.3473 0.3316
H 2.0365 1.8704 -0.0327 0.3220
```

The value obtained for the molar mass is 100.1 g/mol. The value obtained for the total energy is -9300.4371 eV. As for the spin multiplicity: 1. For the HOMO energy (alpha / beta), the calculation gives -8.971 / -9.257 eV.



Entry from the Open Molecules 2025 dataset: a cluster of 2 separate species, C4H8N2O in total at a distorted geometry (ωB97M-V with the def2-TZVPD basis set).

```
15
Properties=species:S:1:pos:R:3:nbo_charge:R:1
H 0.1852 -2.4553 1.2763 0.3261
N 0.1317 -2.3445 2.3491 -0.4421
N -0.8237 -1.5509 2.4846 0.1969
O -1.4590 -1.0599 1.5962 -0.4260
H -0.9888 -1.4446 3.5852 0.3490
C 1.6731 -0.4818 -1.6069 -0.6394
C 1.0033 0.7764 -1.0096 -0.2615
C -0.5468 0.7726 -0.6617 -0.1764
C 0.2989 0.6832 0.3213 -0.1742
H 0.9655 -1.0425 -2.2796 0.2110
H 1.9755 -1.2012 -0.7920 0.1969
H 2.6496 -0.1951 -2.0106 0.2172
H 1.4414 1.7204 -1.3045 0.1807
H -1.4385 0.6936 -1.2894 0.2384
H 0.3960 0.4366 1.3331 0.2033
```

The value obtained for the molar mass is 100.1 g/mol. The value obtained for the total energy is -9299.2035 eV. As for the spin multiplicity: 1. For the HOMO energy, the calculation gives -9.300 eV.



Entry from the Open Molecules 2025 dataset: a cluster of 2 separate species, C4H8N2O in total at a distorted geometry (ωB97M-V with the def2-TZVPD basis set).

```
15
Properties=species:S:1:pos:R:3:nbo_charge:R:1
C 0.9865 1.0450 -1.5916 -0.6633
C 0.8798 0.1879 -0.3840 0.0859
C -0.2884 -0.1312 0.2593 -0.0920
N 0.0023 -1.0082 1.3077 -0.4331
C 1.2404 -1.5804 0.9189 0.1182
N 1.8392 -0.6718 0.0107 -0.5207
H 1.1248 0.3558 -2.5158 0.2057
H 1.8070 1.7536 -1.7976 0.2295
H 0.0491 1.6123 -1.9214 0.2434
H -1.2606 0.2383 -0.0160 0.2124
H 1.7610 -2.3275 1.4623 0.2014
H 2.5854 -0.7069 -0.6314 0.4110
O -3.5494 0.7591 1.5563 -0.9694
H -3.7574 0.0328 0.8718 0.4837
H -3.4197 0.4411 2.4710 0.4873
```

The value obtained for the molar mass is 100.1 g/mol. The value obtained for the total energy is -9303.8587 eV. As for the spin multiplicity: 1. For the HOMO energy, the calculation gives -8.315 eV.



Entry from the Open Molecules 2025 dataset: the molecule C4H8N2O at a distorted geometry (ωB97M-V with the def2-TZVPD basis set).

```
15
Properties=species:S:1:pos:R:3:nbo_charge:R:1
C 0.7340 -1.4940 -0.1505 -0.6534
C -0.1111 -0.2567 -0.4477 0.2573
O -1.5979 0.0218 0.3988 -0.8798
C -0.8831 -0.2698 -1.6682 0.2113
N -1.9405 -0.2488 -2.1366 -0.2376
C 0.5923 1.0696 -0.0988 -0.2470
N 0.5575 1.0896 1.3492 -0.8475
H 0.1323 -2.3881 -0.3007 0.2305
H 1.0853 -1.4152 0.8783 0.2550
H 1.6336 -1.5957 -0.7904 0.2413
H -2.3843 -0.4784 0.7257 0.5104
H 0.0697 1.8930 -0.6094 0.1895
H 1.6463 1.1162 -0.4301 0.2100
H -0.4327 0.9876 1.5702 0.3989
H 0.8989 1.9689 1.7103 0.3611
```

The value obtained for the molar mass is 100.1 g/mol. The value obtained for the total energy is -9302.4327 eV. As for the spin multiplicity: 1. For the HOMO energy, the calculation gives -9.648 eV.



Entry from the Open Molecules 2025 dataset: the molecule C4H8N2O at a distorted geometry (ωB97M-V with the def2-TZVPD basis set).

```
15
Properties=species:S:1:pos:R:3:nbo_charge:R:1
C 1.5480 -0.8407 0.0923 -0.6070
C 0.8961 0.5082 0.2946 -0.4429
C -0.5647 0.4289 0.2250 0.0035
N -1.5248 1.5417 0.3428 -0.4443
N -2.5552 0.6235 -0.0990 -0.4825
C -1.5625 -0.4208 -0.0558 0.3601
O -1.8381 -1.7542 -0.1265 -0.6454
H 1.5712 -1.5318 1.0451 0.2113
H 2.6412 -0.8951 -0.0128 0.2165
H 1.1514 -1.2829 -0.7742 0.2123
H 1.3439 1.2655 -0.4471 0.2032
H 1.1998 0.9492 1.2225 0.2173
H -1.2992 2.3874 -0.1963 0.3549
H -3.3449 0.6342 0.5268 0.3595
H -2.8107 -1.6374 -0.5145 0.4834
```

The value obtained for the molar mass is 100.1 g/mol. The value obtained for the total energy is -9301.9381 eV. As for the spin multiplicity: 1. For the HOMO energy, the calculation gives -7.794 eV.



Entry from the Open Molecules 2025 dataset: a structure of composition C4H8N2O at a distorted geometry (ωB97M-V with the def2-TZVPD basis set).

```
15
Properties=species:S:1:pos:R:3:nbo_charge:R:1
C 0.3467 -0.0844 0.0539 -0.2449
C 1.5335 0.7135 -0.4126 -0.6250
C 0.5700 -1.5792 0.2012 -0.6104
C -0.9455 0.3016 -0.5328 0.6046
N -1.7482 0.1935 0.6837 -0.2427
N -2.6489 0.9758 1.0115 -0.2722
O -1.2794 0.8701 -1.5406 -0.5465
H -0.4677 0.0555 1.2221 0.3099
H -2.7703 1.6914 0.2638 0.2994
H 2.3956 0.5187 0.2250 0.2199
H 1.8006 0.4328 -1.4377 0.2266
H 1.4233 -1.7726 0.8504 0.2156
H 1.3217 1.7827 -0.4178 0.2257
H 0.7771 -2.0176 -0.7807 0.2135
H -0.3083 -2.0817 0.6106 0.2266
```

The value obtained for the molar mass is 100.1 g/mol. The value obtained for the total energy is -9301.7590 eV. As for the spin multiplicity: 1. For the HOMO energy, the calculation gives -9.020 eV.



Entry from the Open Molecules 2025 dataset: the molecule C4H8N2O at a distorted geometry (ωB97M-V with the def2-TZVPD basis set).

```
15
Properties=species:S:1:pos:R:3:nbo_charge:R:1
H -1.0367 1.1790 -2.3047 0.3319
N -1.7204 0.7084 -1.7144 -0.6565
C -1.2371 0.1836 -0.6750 0.4568
C -2.1137 -0.5339 0.2978 -0.6705
N 0.1195 0.3198 -0.3343 -0.6759
C 0.8084 -0.2607 0.6755 0.7171
C 2.3735 0.1345 0.4040 -0.7615
O 0.4383 -0.8766 1.6293 -0.5816
H -1.7836 -1.5653 0.4129 0.2392
H -2.0463 -0.0761 1.2836 0.2399
H -3.1362 -0.4966 -0.0656 0.2405
H 1.0167 0.7164 -0.8460 0.4321
H 2.7116 0.6998 -0.4667 0.2081
H 2.9141 -0.8099 0.4121 0.2399
H 2.6920 0.6776 1.2915 0.2403
```

The value obtained for the molar mass is 100.1 g/mol. The value obtained for the total energy is -9304.8172 eV. As for the spin multiplicity: 1. For the HOMO energy, the calculation gives -9.944 eV.



Entry from the Open Molecules 2025 dataset: the molecule C4H8N2O (ωB97M-V with the def2-TZVPD basis set).

```
15
Properties=species:S:1:pos:R:3:nbo_charge:R:1
C -1.6614 0.1202 0.8763 -0.4329
N -0.4631 0.8086 0.2866 -0.5087
C 0.3980 0.0797 -0.7003 -0.3717
C 1.4538 -0.6602 0.0329 -0.0950
O 2.1760 0.2525 0.8766 -0.7458
C -0.3564 -0.5202 -1.7198 0.2144
N -0.9855 -0.9868 -2.5886 -0.4146
H -1.3183 -0.7954 1.3657 0.2229
H -2.1720 0.7606 1.6030 0.2115
H -2.3337 -0.1436 0.0598 0.2371
H 0.1915 1.0731 1.0382 0.4408
H -0.6918 1.6458 -0.2323 0.4285
H 2.1047 -1.1613 -0.6919 0.1947
H 1.0863 -1.4213 0.7384 0.1488
H 2.5373 0.9232 0.2775 0.4700
```

The value obtained for the molar mass is 100.1 g/mol. The value obtained for the total energy is -9302.8879 eV. As for the spin multiplicity: 1. For the HOMO energy, the calculation gives -7.381 eV.



Entry from the Open Molecules 2025 dataset: a cluster of 2 separate species, C4H8N2O in total (ωB97M-V with the def2-TZVPD basis set).

```
15
Properties=species:S:1:pos:R:3:nbo_charge:R:1
N 1.3257 -0.0587 2.5980 -0.6195
C 0.9555 -0.9478 1.8445 0.2815
C 0.4052 -1.9441 1.2123 -0.0602
O -0.4898 -1.8797 0.1720 -0.6963
H 2.2017 0.4234 2.4091 0.3608
H 0.6753 -2.9575 1.4708 0.2109
H -0.7688 -0.9543 0.0357 0.4933
C -1.1387 1.0609 -0.1941 -0.5990
C -0.8962 0.9749 -1.5013 0.0443
N 0.3149 1.2267 -2.1000 -0.8022
H -0.3664 1.3237 0.5102 0.2040
H -2.1335 0.9524 0.1956 0.2218
H -1.6906 0.7396 -2.1968 0.1963
H 1.1088 1.2742 -1.4801 0.3788
H 0.4970 0.7663 -2.9759 0.3855
```

The value obtained for the molar mass is 100.1 g/mol. The value obtained for the total energy is -9302.8789 eV. As for the spin multiplicity: 1. For the HOMO energy, the calculation gives -8.005 eV.



ΔE to the lowest compared entry with this formula, charge and spin (computed, kcal per mole): 85.80; 22.77; 50.33; 96.37; 94.37; 160.39; 139.45; 102.89; 137.35; 165.80; 58.45; 91.33; 102.74; 106.87; 36.34; 80.83; 81.04